# 1
Formula: C29H54N3OP2Pt
Source: the Open Molecules 2025 dataset
Level of theory: the ωB97M-V functional and the def2-TZVPD basis

## Properties
2S+1: 3
Energy relative to the best compared isomer or geometry (same formula, charge and spin) in eV: 2.187
E in eV: -59283.3438
Frontier orbital gap (alpha / beta) in eV: 4.5 / 6.4
Net charge: +1
⟨S²⟩: 2.019

Geometry as XYZ:
```
90
Properties=species:S:1:pos:R:3:forces:R:3
C 2.32142 -1.18699 -0.50498 1.74 -2.45 0.00
C 1.61827 0.77083 -1.58007 -0.06 0.16 -0.77
C 3.32315 -1.33569 -1.45812 -1.11 0.62 -0.56
C 2.37220 0.47855 -2.73458 -1.69 1.80 1.66
C 3.31793 -0.51863 -2.60755 2.09 -2.38 -0.03
H 4.00522 -2.15073 -1.31352 0.36 -0.19 -0.24
H 2.31125 1.16306 -3.57979 0.17 -0.15 0.23
H 4.06712 -0.70461 -3.37098 -0.17 0.12 0.06
N 1.51934 -0.14214 -0.51992 -2.09 2.35 0.86
P 0.42160 -2.31849 1.26052 0.47 -0.50 -0.51
P 0.10352 2.30321 0.18235 0.49 0.97 0.33
C 2.12474 -2.22161 0.57863 0.54 0.00 -0.19
H 2.41882 -3.20106 0.20770 0.04 -0.15 -0.07
H 2.82274 -2.00996 1.39098 -0.08 0.02 0.40
C -1.23214 0.01716 2.32496 -3.65 -0.01 1.88
O -2.12794 -0.09565 3.07769 3.33 0.32 -2.36
C 1.03237 2.03375 -1.32561 -2.30 -0.98 -2.51
H 0.86504 2.66099 -2.22694 0.41 -0.28 0.83
C -1.65175 3.27189 0.19699 0.38 0.09 -0.01
C 1.54462 3.59111 0.60092 -0.65 -0.01 0.58
C -0.48388 -3.46711 0.03433 -0.19 0.04 0.19
C 0.64635 -3.25782 2.92199 -0.27 0.24 -0.05
C -2.80098 2.42130 0.75792 0.17 -0.33 -0.03
H -2.70819 2.24285 1.83366 0.10 -0.02 -0.15
H -3.74968 2.97247 0.62005 0.44 -0.14 -0.06
H -2.87166 1.46663 0.23087 -0.11 0.12 0.23
C -1.60178 4.53794 1.05963 0.17 0.28 0.12
H -1.37951 4.30104 2.11113 -0.01 0.10 -0.34
H -0.89365 5.29350 0.70018 -0.17 -0.28 0.13
H -2.59719 5.01367 1.04981 0.26 -0.25 -0.08
C -1.97922 3.57934 -1.25320 -0.16 0.07 -0.33
H -2.96393 4.05837 -1.33649 0.21 0.16 0.17
H -1.23210 4.21875 -1.74438 -0.20 -0.18 0.08
H -2.08568 2.64089 -1.79937 0.17 0.17 0.14
C 1.42026 4.10452 2.04246 0.34 0.33 0.46
H 0.80703 3.46383 2.69959 0.16 0.24 -0.25
H 2.42674 4.16525 2.48617 -0.32 0.02 0.01
H 1.00773 5.11936 2.07630 -0.04 -0.30 0.08
C 2.91107 2.88131 0.44080 -0.06 -0.10 -0.23
H 2.93098 1.94054 1.00303 0.23 0.22 -0.17
H 3.12417 2.65146 -0.60505 -0.05 -0.10 0.14
H 3.74775 3.53000 0.75114 -0.51 -0.07 0.25
C 1.46867 4.73564 -0.43902 0.08 0.37 -0.10
H 1.07620 4.42145 -1.40881 0.06 0.06 0.22
H 0.87280 5.60912 -0.12818 0.31 -0.43 0.07
H 2.48955 5.08118 -0.65329 -0.20 0.07 0.17
C -0.73904 -3.65303 3.46557 -0.09 -0.09 0.12
H -0.61151 -4.09816 4.46554 -0.02 0.15 -0.27
H -1.39251 -2.77622 3.57414 0.10 -0.21 -0.02
H -1.25301 -4.40015 2.84638 0.21 0.27 0.17
C 1.31215 -2.34535 3.96693 0.08 0.09 0.10
H 2.29507 -1.97571 3.63933 -0.29 -0.03 0.07
H 0.66664 -1.50621 4.26168 0.14 -0.15 -0.17
H 1.48921 -2.93804 4.88053 -0.10 0.19 -0.33
C 1.53852 -4.50419 2.78277 0.12 -0.21 0.00
H 2.47766 -4.29482 2.25432 -0.19 -0.05 0.14
H 1.80486 -4.85360 3.79190 -0.06 0.18 -0.22
H 1.03877 -5.34369 2.29506 0.16 0.29 0.09
C -0.06481 -3.08280 -1.39273 0.00 0.19 -0.09
H 0.96107 -3.41048 -1.61880 -0.29 0.20 0.07
H -0.73249 -3.58254 -2.11385 0.15 0.07 0.31
H -0.15722 -2.00397 -1.55374 0.16 -0.18 -0.04
C -1.99694 -3.28212 0.22098 -0.21 -0.20 0.05
H -2.32494 -2.26474 -0.00046 0.05 -0.28 0.05
H -2.50980 -3.99730 -0.44586 0.10 0.35 0.12
H -2.30786 -3.54047 1.24038 0.04 0.10 -0.19
C -0.18417 -4.96107 0.20747 0.13 -0.26 -0.03
H 0.88755 -5.20023 0.15616 -0.29 0.09 0.05
H -0.61849 -5.38029 1.12222 0.19 0.12 -0.20
H -0.66445 -5.49407 -0.62609 0.09 0.19 0.11
Pt 0.10617 0.06863 1.01092 0.09 -0.84 -0.34
N -1.84704 -0.28851 -0.78002 -1.81 -0.56 -1.55
C -2.23178 -0.23623 -1.87425 2.12 1.69 0.87
C -2.38560 0.10604 -3.29672 -0.34 -0.35 -0.91
C -1.49992 1.26142 -3.88302 0.21 0.21 0.30
C -1.81105 -1.18011 -3.97570 0.39 -0.50 -0.32
C -3.90317 0.46055 -3.38227 -0.62 -0.05 -0.36
H -1.66601 2.24478 -3.44779 -0.20 -0.20 0.01
H -0.42363 1.05818 -3.77986 -0.36 -0.16 0.12
H -1.68411 1.40250 -4.96301 -0.23 -0.51 0.43
H -2.10988 -2.12570 -3.48870 -0.17 0.51 -0.20
H -1.96472 -1.29088 -5.06107 -0.33 0.38 0.40
H -0.70733 -1.11151 -3.85265 -0.63 -0.14 0.01
H -4.16846 1.10364 -4.23839 0.35 -0.41 0.15
H -4.53288 -0.44228 -3.42585 0.30 0.21 -0.06
H -4.25256 1.01076 -2.48178 0.49 -0.24 -0.44
N 1.67648 0.62940 2.66999 1.33 0.28 1.60
H 2.55003 0.14858 2.48425 0.19 0.27 0.12
H 1.34969 0.30669 3.57814 0.21 0.22 -0.09
H 1.83214 1.63286 2.71793 0.20 -0.25 0.14
```
Forces are in eV/Å.

=====

# 2
Formula: C2H4O2
Source: the Open Molecules 2025 dataset
Level of theory: the ωB97M-V functional and the def2-TZVPD basis

## Properties
Energy relative to the best compared isomer or geometry (same formula, charge and spin) in eV: 2.583
Structure (SMILES): C=O.C=O
E in eV: -6231.7246
Frontier orbital gap in eV: 10.9

Geometry as XYZ:
```
8
Properties=species:S:1:pos:R:3:forces:R:3
C 1.30501 3.86998 0.17660 0.92 -2.75 1.65
O 1.26258 2.94823 1.01609 -0.42 3.07 -2.11
H 0.82997 4.87648 0.25873 -0.06 -0.66 0.31
H 1.94993 3.68929 -0.71609 -0.44 0.34 0.16
C 2.29156 1.36318 -5.08078 -0.42 0.40 -0.13
O 3.44003 1.28067 -4.76204 0.23 -0.19 -0.01
H 1.86265 0.80347 -5.94577 0.14 0.09 0.32
H 1.60463 2.05651 -4.53960 0.04 -0.30 -0.18
```
Forces are in eV/Å.

=====

# 3
Formula: C3H12N2S
Source: the Open Molecules 2025 dataset
Level of theory: the ωB97M-V functional and the def2-TZVPD basis

## Properties
Energy relative to the best compared isomer or geometry (same formula, charge and spin) in eV: 0.504
Structure (SMILES): CSC.NCN
E in eV: -17120.3426
Frontier orbital gap in eV: 9.4

Geometry as XYZ:
```
18
Properties=species:S:1:pos:R:3:forces:R:3
C -1.35418 -2.24780 -2.76001 0.06 0.33 0.51
S 0.01658 -1.09181 -2.44935 0.13 -0.30 0.06
C 0.66299 -1.87511 -0.96746 0.33 0.48 0.75
H -2.27789 -1.79681 -2.39797 -0.12 0.00 -0.46
H -1.22346 -3.14046 -2.14820 0.24 -0.10 -0.31
H -1.35279 -2.48194 -3.82186 -0.32 -0.07 0.12
H 0.90529 -2.91717 -1.11311 -0.10 -0.33 -0.19
H 1.58567 -1.39213 -0.64034 0.02 0.18 -0.35
H -0.00743 -1.75492 -0.11612 -0.23 -0.18 -0.11
N 0.39548 2.07175 1.63641 -0.48 0.31 0.09
C 0.41612 1.60603 2.98407 0.30 -0.86 0.38
N -0.10772 2.59326 3.88679 0.41 0.28 0.48
H -0.39484 1.71717 1.12384 0.44 0.13 -0.47
H 1.26970 2.18707 1.16377 -0.07 -0.27 -0.25
H -0.14830 0.66715 3.06717 -0.15 0.08 0.06
H 1.43352 1.31509 3.28172 0.06 0.24 -0.20
H -0.34722 3.45592 3.43750 -0.28 0.04 0.00
H -0.69864 2.28797 4.63610 -0.25 0.04 -0.10
```
Forces are in eV/Å.